{"formula": "C18H35BBrCl4I2O", "method": "ωB97M-V/def2-TZVPD", "species": ["C", "C", "I", "C", "I", "B", "Br", "C", "C", "C", "C", "C", "O", "C", "C", "C", "C", "C", "C", "H", "H", "H", "H", "H", "H", "H", "H", "H", "H", "H", "H", "H", "H", "H", "H", "H", "H", "H", "H", "H", "H", "H", "H", "H", "H", "H", "Cl", "C", "C", "Cl", "H", "H", "H", "H", "Cl", "C", "C", "Cl", "H", "H", "H", "H"], "coordinates": [[2.09788, 0.49914, 2.73439], [0.79555, -0.20155, 3.00818], [0.64364, -0.68303, 5.07663], [-0.13305, -0.45164, 2.09285], [-1.87699, -1.50015, 2.66603], [0.01609, -0.07450, 0.47897], [0.15311, 2.07958, 0.38899], [-1.23763, -0.50441, -0.44961], [-2.58690, 0.22496, -0.29234], [-3.00861, 1.29185, -1.35256], [-2.07473, 1.47494, -2.55048], [-3.29858, 2.66151, -0.70437], [1.27862, -0.63424, 0.03862], [1.61851, -0.53154, -1.32233], [3.13457, -0.41599, -1.55408], [3.91113, -1.30274, -0.58417], [3.64858, 1.04341, -1.60852], [4.02386, 1.62697, -0.25040], [4.82956, 1.16274, -2.57180], [2.88004, 0.15548, 3.40904], [2.38934, 0.30964, 1.70543], [1.98005, 1.57690, 2.86481], [-0.93435, -0.49681, -1.49592], [-1.38843, -1.56675, -0.21920], [-2.61215, 0.69923, 0.69216], [-3.38195, -0.52673, -0.26175], [-3.96387, 0.94658, -1.76308], [-1.19317, 2.05437, -2.27143], [-2.59915, 2.01223, -3.34580], [-1.74480, 0.52794, -2.97795], [-2.68256, 2.80913, 0.18212], [-4.34681, 2.75295, -0.40896], [-3.07465, 3.48205, -1.39035], [1.12542, 0.33482, -1.77830], [1.25701, -1.42404, -1.85429], [3.30602, -0.83394, -2.55477], [3.72463, -1.02449, 0.45120], [4.98737, -1.24368, -0.77041], [3.60943, -2.34618, -0.69873], [2.82833, 1.64993, -2.00612], [4.32260, 2.67260, -0.36009], [4.86600, 1.08573, 0.18891], [3.18154, 1.60160, 0.43800], [5.67410, 0.55759, -2.22697], [4.56083, 0.81443, -3.57199], [5.17090, 2.19701, -2.65223], [0.40061, -1.21907, 8.68648], [-0.57358, -2.64380, 8.24655], [-1.96786, -2.57834, 8.81180], [-1.99102, -2.75367, 10.59148], [-0.04366, -3.52785, 8.59145], [-0.62992, -2.65712, 7.15798], [-2.56265, -3.39470, 8.40693], [-2.44378, -1.63162, 8.57164], [-2.67965, 1.23723, -6.63243], [-3.05638, -0.50052, -6.50485], [-4.47454, -0.74086, -6.05048], [-4.71241, -0.29137, -4.34615], [-2.34244, -0.94145, -5.81373], [-2.91474, -0.92869, -7.49595], [-4.70605, -1.80155, -6.13716], [-5.17826, -0.16952, -6.65089]], "e_homo_ev": -5.366, "total_charge": -1, "largest_force_ev_per_a": 0.7, "lumo_energy_ev": 2.25}

{"formula": "C4H6S", "method": "ωB97M-V/def2-TZVPD", "species": ["C", "C", "C", "C", "S", "H", "H", "H", "H", "H", "H"], "coordinates": [[1.41957, -1.82430, 1.01955], [0.55284, -1.02486, 0.45872], [-0.23251, -0.33263, -0.35164], [-0.23738, 1.22521, -0.52346], [-1.72878, 2.12891, -1.28318], [2.31647, -2.26270, 0.43075], [1.27740, -1.92098, 2.11977], [-1.01118, -0.90801, -0.94854], [-0.22878, 1.39709, 0.53691], [0.53606, 1.80633, -0.90776], [-2.66371, 1.71594, -0.55112]], "e_homo_ev": -9.174, "largest_force_ev_per_a": 3.5, "lumo_energy_ev": 0.81}

{"formula": "C7H18ClNO3P", "method": "ωB97M-V/def2-TZVPD", "species": ["C", "C", "C", "C", "N", "C", "C", "C", "Cl", "P", "O", "O", "O", "H", "H", "H", "H", "H", "H", "H", "H", "H", "H", "H", "H", "H", "H", "H", "H", "H", "H"], "coordinates": [[-0.23640, -3.54579, 1.19800], [0.54741, -2.10586, 1.20148], [0.77677, -1.61372, -0.37798], [1.29155, -0.05770, -0.40853], [0.49666, 0.90114, 0.44910], [-1.00436, 0.82121, 0.28467], [-1.57442, 1.31116, -1.17193], [-1.89264, 0.07709, -2.22786], [-0.55164, -0.20184, -3.48960], [1.14608, 2.58735, 0.24101], [1.51486, 2.92543, -1.26519], [2.67962, 2.65100, 1.13088], [0.05393, 3.80833, 0.89659], [0.49316, -4.33355, 0.71297], [-0.54876, -3.88758, 2.28603], [-1.22590, -3.39751, 0.54694], [-0.13084, -1.34750, 1.80815], [1.58762, -2.12101, 1.78057], [1.65537, -2.31464, -0.78020], [-0.19893, -1.78278, -1.02180], [2.39689, -0.06577, 0.04247], [1.43235, 0.32849, -1.52831], [0.70986, 0.66727, 1.46432], [-1.46444, 1.56203, 1.09997], [-1.47596, -0.22699, 0.50786], [-0.92812, 2.12066, -1.71606], [-2.62932, 1.82744, -0.95983], [-2.17583, -0.93027, -1.69728], [-2.84835, 0.43434, -2.84731], [2.50821, 2.47326, 2.11139], [-0.40439, 3.43635, 1.72947]], "e_homo_ev": -14.013, "total_charge": 1, "largest_force_ev_per_a": 8.1, "lumo_energy_ev": -4.39}

{"formula": "C19H37ClN3O5Si", "method": "ωB97M-V/def2-TZVPD", "species": ["C", "C", "C", "Cl", "N", "C", "C", "N", "C", "C", "O", "Si", "C", "C", "C", "C", "N", "H", "H", "H", "H", "H", "H", "H", "H", "H", "H", "H", "H", "H", "H", "H", "H", "H", "H", "H", "H", "H", "H", "H", "H", "H", "O", "C", "O", "C", "C", "C", "H", "H", "H", "H", "H", "H", "O", "C", "O", "C", "C", "C", "H", "H", "H", "H", "H", "H"], "coordinates": [[-3.29444, -1.81337, 0.56683], [-1.97314, -2.50132, 0.94029], [-1.18131, -1.97130, 2.13576], [-2.23038, -1.38065, 3.47284], [-0.25833, -0.91738, 1.73463], [-0.78057, 0.21677, 0.93178], [0.26774, 1.29662, 1.17494], [0.88171, 0.87372, 2.44665], [2.06635, 1.52063, 3.04172], [2.75754, 2.48712, 2.10088], [1.93364, 3.60155, 1.86570], [2.14368, 4.59286, 0.52474], [2.29874, 3.55275, -1.02118], [0.60551, 5.64064, 0.45015], [3.65659, 5.64951, 0.72165], [0.61854, -0.40616, 2.62341], [1.18617, -1.16254, 3.58991], [-4.12457, -2.49548, 0.72807], [-3.48870, -0.88766, 1.10487], [-3.28908, -1.57805, -0.49759], [-1.28972, -2.50072, 0.08863], [-2.17209, -3.55186, 1.14562], [-0.59791, -2.77915, 2.56296], [-0.82562, -0.06308, -0.11741], [-1.76645, 0.48674, 1.31011], [1.01740, 1.28136, 0.38372], [-0.13487, 2.30258, 1.22464], [1.75542, 2.04068, 3.94864], [2.77488, 0.73931, 3.31909], [3.69273, 2.77745, 2.59184], [3.04097, 1.97775, 1.17197], [2.51885, 4.23296, -1.84907], [3.12381, 2.83670, -0.98030], [1.37967, 3.01593, -1.27090], [0.25104, 5.70895, -0.58078], [0.76728, 6.65187, 0.82388], [-0.19866, 5.18799, 1.03455], [4.59725, 5.09679, 0.74451], [3.70105, 6.33331, -0.13119], [3.58049, 6.25700, 1.62575], [1.49545, -2.09740, 3.38842], [1.29974, -0.81151, 4.52507], [-3.38855, -4.26348, -1.54174], [-4.18770, -3.79894, -2.30535], [-3.82554, -2.94322, -3.28690], [-4.99065, -2.46001, -3.98841], [-6.07220, -3.50304, -3.72920], [-5.68798, -4.00882, -2.34172], [-5.25228, -1.48314, -3.57634], [-4.72274, -2.34420, -5.03490], [-7.07598, -3.09069, -3.79542], [-5.98706, -4.31210, -4.45497], [-6.12877, -3.40749, -1.54301], [-5.92273, -5.05380, -2.15898], [4.33887, 0.48344, -0.23827], [3.87761, -0.47247, -0.79723], [4.61859, -1.38132, -1.45095], [3.77071, -2.35930, -2.09008], [2.45494, -2.31793, -1.31061], [2.41457, -0.85542, -0.88487], [3.64250, -2.06800, -3.13359], [4.28238, -3.31622, -2.04804], [1.60055, -2.64516, -1.89835], [2.53240, -2.96259, -0.43338], [1.94412, -0.21571, -1.63633], [1.95855, -0.66229, 0.08284]], "e_homo_ev": -12.464, "total_charge": 1, "largest_force_ev_per_a": 0.5, "lumo_energy_ev": -2.34}

no.,orbital gap (eV)
1,7.616
2,9.984
3,9.623
4,10.122